Entry 1:
Molecular formula: C3H4ClN2OS
Method: DFT, ωB97M-V/def2-TZVPD

```
! wB97M-V def2-TZVPD RIJCOSX def2/J DEFGRID3
* xyz -1 1
C -0.0496 1.1103 -0.3706
C 0.2018 -1.3136 -0.8826
C -0.1486 0.0599 -1.2044
N 0.5145 2.1577 -0.1149
N 0.4940 -1.6747 0.3512
O 0.7955 -2.8862 0.6447
S 0.7423 -0.4891 1.6114
Cl -1.8278 1.6246 1.7836
H -0.7439 0.3354 1.6325
H 0.2468 -2.0954 -1.5917
H -0.4212 0.2044 -2.2449
H 0.1961 2.9667 0.3857
*
```

HOMO level (alpha / beta)	-3.509 / -3.510	eV
LUMO level (alpha / beta)	3.73 / 3.73	eV
orbital gap (alpha / beta)	7.24 / 7.24	eV

=====

Entry 2:
Molecular formula: C44H62Cl6F6N2O10S2
Method: DFT, ωB97M-V/def2-TZVPD

```
! wB97M-V def2-TZVPD RIJCOSX def2/J DEFGRID3
* xyz 0 1
C 3.6064 -0.2553 0.1991
C 2.2842 0.5131 0.3180
C 1.3869 0.3021 -0.9011
N 0.3841 1.3952 -1.1102
C -0.4745 1.5988 0.0981
C -1.2168 0.3276 0.5000
C -2.2363 0.0232 -0.5869
C -1.5101 -0.1692 -1.9056
C -0.5390 0.9963 -2.2462
C 0.9943 2.7123 -1.5053
H 4.3676 0.1044 0.8824
H 3.9633 0.0089 -0.8063
H 3.4213 -1.3261 0.1286
H 2.5154 1.5818 0.3120
H 1.8148 0.2417 1.2670
H 0.9341 -0.6786 -0.9748
H 2.0210 0.4058 -1.7795
H 0.1738 1.9586 0.8938
H -1.2403 2.3531 -0.0800
H -0.5788 -0.5151 0.7793
H -1.6621 0.6046 1.4626
H -2.9383 -0.7982 -0.4315
H -2.9211 0.8803 -0.6070
H -0.8964 -1.0706 -1.8588
H -2.2382 -0.2542 -2.7115
H 0.0242 0.7378 -3.1402
H -1.1135 1.8978 -2.4619
H 1.4883 3.1806 -0.6530
H 0.2430 3.3782 -1.9066
H 1.8470 2.4449 -2.1293
N 2.4095 0.7767 -4.1720
S 2.4750 1.3736 -5.5954
O 1.2940 1.4976 -6.4111
O 3.7283 1.1825 -6.2861
F 2.6372 2.9080 -5.0952
S 2.7996 -0.8174 -4.5255
O 4.1298 -1.1732 -4.0984
O 2.2314 -1.3661 -5.7198
F 1.8502 -1.4987 -3.4114
C 1.3249 7.3494 -0.2846
Cl 0.5865 8.5129 -1.4094
Cl 1.9481 5.9677 -1.2044
H 2.0797 7.8924 0.2764
H 0.5854 7.0421 0.4490
C -1.2526 -0.5386 -6.1044
Cl -1.0642 -1.8888 -4.9780
Cl -3.0262 -0.3013 -6.4364
H -0.8800 0.3567 -5.6269
H -0.8017 -0.7826 -7.0553
C 5.4673 2.0548 -3.2281
Cl 6.3948 2.3416 -4.7030
Cl 6.4213 2.3376 -1.7235
H 4.6165 2.7270 -3.2579
H 5.1145 1.0305 -3.3044
C 2.8882 -4.6289 -2.6996
C 1.6839 -4.3576 -1.8070
O 2.1618 -4.0010 -0.5124
C 1.4181 -3.3102 0.3136
O 0.3764 -2.7547 0.0273
O 1.9756 -3.3152 1.5158
C 1.1996 -2.6332 2.5365
H 3.5179 -3.7387 -2.6827
H 2.5976 -4.7300 -3.7472
H 3.4159 -5.5470 -2.4532
H 1.0363 -5.2338 -1.7264
H 1.0402 -3.5968 -2.2490
H 0.5109 -1.9476 2.0483
H 1.8777 -2.0187 3.1211
H 0.6952 -3.4335 3.0674
C -5.1568 1.7667 4.4465
C -3.8140 2.3843 4.0089
O -3.9114 3.1353 2.8208
C -2.8542 3.4608 2.1056
O -1.7229 3.1810 2.4139
O -3.1902 4.1166 1.0059
C -4.5296 4.5709 0.7548
H -5.7189 2.6235 4.8336
H -5.0726 1.1441 5.3333
H -5.6523 1.2944 3.6029
H -3.1099 1.5530 3.9384
H -3.4718 3.0068 4.8348
H -5.1580 3.6883 0.6829
H -4.4326 5.1403 -0.1649
H -4.8543 5.2829 1.5140
F -4.1474 -1.8998 0.2819
C -3.9499 -2.9707 1.0905
C -2.6758 -3.2319 1.5283
C -2.3960 -4.4217 2.1889
C -3.4161 -5.3355 2.3390
C -4.7451 -5.0170 2.0173
C -5.0082 -3.8502 1.3045
H -1.9020 -2.5596 1.1741
H -1.3343 -4.6266 2.2511
H -3.2552 -6.2658 2.8714
H -5.5084 -5.7754 2.1139
H -6.0022 -3.6286 0.9415
F -1.8178 -1.8709 7.8663
C -1.8269 -1.6357 6.5365
C -0.7186 -1.0097 6.0111
C -0.7427 -0.6686 4.6509
C -1.8761 -0.9286 3.8601
C -2.9441 -1.6000 4.4326
C -2.9193 -1.9546 5.7754
H 0.1793 -0.7789 6.5639
H 0.0983 -0.0999 4.2772
H -1.9649 -0.7110 2.8037
H -3.8272 -1.8617 3.8653
H -3.7801 -2.4430 6.2130
F 10.5248 -0.7573 3.5271
C 9.4874 -0.4274 2.7318
C 8.3822 -1.2162 2.6999
C 7.2980 -0.8812 1.8847
C 7.3926 0.2278 1.0607
C 8.5141 1.0665 1.1638
C 9.5839 0.7428 1.9645
H 8.3250 -2.0300 3.4139
H 6.4452 -1.5446 1.8438
H 6.5994 0.2915 0.3285
H 8.6156 1.9770 0.5865
H 10.4284 1.4145 2.0103
F -4.0802 2.9213 -1.9096
C -4.6551 1.7442 -2.1740
C -5.1604 1.0127 -1.1227
C -5.6530 -0.2791 -1.2812
C -5.7065 -0.8223 -2.5586
C -5.2408 -0.0884 -3.6404
C -4.6756 1.1572 -3.4438
H -5.1517 1.4051 -0.1106
H -5.9764 -0.7922 -0.3872
H -6.1400 -1.8048 -2.6928
H -5.2087 -0.5295 -4.6255
H -4.1869 1.6913 -4.2509
*
```

HOMO level	-9.199	eV
LUMO level	0.08	eV
orbital gap	9.28	eV

=====

Entry 3:
Molecular formula: C27H31N3O3
Method: DFT, ωB97M-V/def2-TZVPD

```
! wB97M-V def2-TZVPD RIJCOSX def2/J DEFGRID3
* xyz 0 1
C -1.3548 -3.0331 -2.3130
C -0.9085 -3.7640 -1.0487
O -0.2326 -2.9240 -0.1361
C -0.9400 -2.0669 0.6540
C -0.1730 -1.2464 1.4814
C -0.7882 -0.3669 2.3463
C -2.1697 -0.2753 2.3889
C -2.9476 -1.0672 1.5555
C -4.4526 -0.9200 1.5273
N -4.9711 0.1064 0.6350
C -4.7193 -0.1557 -0.7773
C -4.5046 1.1206 -1.5833
C -3.2972 1.8785 -1.0268
O -2.1708 1.0602 -1.3223
C -0.9206 1.4773 -1.0017
C 0.0946 0.5383 -1.2002
C 1.3987 0.8280 -0.8690
C 1.7304 2.0758 -0.3450
C 3.1204 2.4405 0.0442
O 3.5661 3.5700 -0.0571
N 3.8362 1.4220 0.5744
C 5.2430 1.5321 0.8559
C 5.9756 0.2888 0.4289
C 7.3670 0.2487 0.3927
C 7.9870 -0.9278 0.0124
C 7.2028 -2.0242 -0.3173
C 5.8274 -1.8841 -0.2476
N 5.2293 -0.7623 0.1157
C 0.7293 3.0293 -0.2087
C -0.5852 2.7400 -0.5211
C -3.4589 2.1131 0.4879
C -4.7488 1.4789 1.0281
C -2.3258 -1.9727 0.7028
H -1.8775 -3.7235 -2.9699
H -0.4885 -2.6379 -2.8382
H -2.0178 -2.2052 -2.0722
H -0.1727 -4.5315 -1.3072
H -1.7595 -4.2584 -0.5637
H 0.9009 -1.3291 1.4355
H -0.1863 0.2551 2.9923
H -2.6435 0.4075 3.0798
H -4.8196 -0.6875 2.5308
H -4.9075 -1.8649 1.2117
H -5.5753 -0.7139 -1.1803
H -3.8191 -0.7676 -0.9049
H -5.3867 1.7589 -1.5529
H -4.3057 0.8548 -2.6222
H -3.1906 2.8351 -1.5602
H -0.1701 -0.4218 -1.6105
H 2.1613 0.0830 -1.0443
H 3.4839 0.4763 0.5603
H 5.6268 2.4165 0.3357
H 5.4072 1.6857 1.9333
H 7.9411 1.1239 0.6553
H 9.0648 -0.9909 -0.0288
H 7.6476 -2.9589 -0.6198
H 5.1640 -2.7039 -0.4913
H 0.9966 4.0079 0.1610
H -1.3368 3.5015 -0.3887
H -3.4763 3.1806 0.7145
H -2.5998 1.6716 0.9948
H -5.6074 2.0655 0.6787
H -4.7469 1.5299 2.1185
H -2.9452 -2.6166 0.0966
*
```

HOMO level	-7.979	eV
LUMO level	0.73	eV
orbital gap	8.71	eV
structure (SMILES)	CCOc1cccc(CN2CCC(Oc3ccc(C(=O)NCc4ccccn4)cc3)CC2)c1

=====

Entry 4:
Molecular formula: C6H24CuN14O12
Method: DFT, ωB97M-V/def2-TZVPD

```
! wB97M-V def2-TZVPD RIJCOSX def2/J DEFGRID3
* xyz -1 3
Cu 20.6253 -30.9634 20.6523
N 17.2517 -31.6947 21.2064
O 18.2649 -31.0757 20.9702
O 16.5171 -31.2503 22.0747
O 16.9826 -32.7928 20.7920
N 20.5143 -33.6238 18.5497
O 20.0349 -32.6834 19.2044
O 20.3894 -34.8145 18.8727
O 21.2836 -33.3014 17.6539
C 23.0844 -33.0821 21.4798
O 22.2576 -32.1723 21.4634
N 24.0036 -33.2735 22.3855
N 23.1307 -33.9186 20.5165
H 24.6542 -34.0266 22.2134
H 23.8832 -32.8333 23.2865
H 23.9222 -34.5417 20.4440
H 22.5764 -33.7863 19.6826
C 19.6605 -35.5537 22.4020
O 18.7495 -34.8892 21.8969
N 19.6295 -36.0626 23.5598
N 20.8099 -35.7263 21.8844
H 19.0036 -35.6927 24.2608
H 20.3042 -36.7564 23.8488
H 20.9432 -35.4352 20.9265
H 21.4420 -36.2742 22.4505
C 18.1744 -33.5564 14.8727
O 18.8740 -34.0656 13.9628
N 16.8878 -33.4653 14.8704
N 18.5632 -32.8932 15.8975
H 16.3990 -32.9945 15.6184
H 16.5084 -33.6402 13.9508
H 19.5408 -32.8914 16.1513
H 17.8318 -32.6764 16.5594
C 17.0840 -35.7275 17.8500
O 17.0184 -35.0605 18.8823
N 16.0660 -36.1239 17.2536
N 18.2026 -36.4124 17.4754
H 16.2015 -36.8575 16.5728
H 15.1944 -35.7813 17.6318
H 19.0520 -36.1610 17.9604
H 18.1829 -36.9877 16.6454
C 22.9324 -37.1105 17.1888
O 23.8400 -37.8173 16.7446
N 21.8068 -37.4875 17.6131
N 23.1121 -35.8275 17.1702
H 21.1972 -36.7368 17.9045
H 21.7364 -38.4160 18.0043
H 24.0499 -35.5320 16.9392
H 22.4546 -35.1119 17.4453
C 23.0966 -30.4930 18.5149
O 22.0807 -30.7385 19.1504
N 23.5768 -31.3974 17.7424
N 23.6724 -29.3348 18.3500
H 24.2280 -31.0895 17.0345
H 22.9956 -32.1439 17.3887
H 24.5874 -29.5689 17.9920
H 23.4319 -28.6097 19.0106
*
```

HOMO level (alpha / beta)	-2.529 / -3.930	eV
LUMO level (alpha / beta)	1.94 / 1.12	eV
orbital gap (alpha / beta)	4.47 / 5.05	eV

=====

Entry 5:
Molecular formula: C4H8N4OS
Method: DFT, ωB97M-V/def2-TZVPD

```
! wB97M-V def2-TZVPD RIJCOSX def2/J DEFGRID3
* xyz 2 1
C 4.1935 0.8639 0.1426
C 1.8790 0.3015 0.7344
C -0.5570 0.2261 -0.0398
C -2.4878 -1.2795 -0.3371
N 3.0686 0.5371 0.4895
N -1.2828 1.3483 0.0368
N 0.9156 0.4770 -0.2157
N -1.0826 -1.0200 -0.0789
O -2.6396 1.2838 0.0688
S -3.5109 -0.0531 0.5442
H 4.5969 1.8488 0.4505
H 4.7832 -0.0061 -0.2327
H 1.5154 -0.0446 1.6610
H -2.7576 -2.3753 -0.0856
H -2.8327 -1.0893 -1.3927
H 1.2388 1.0412 -1.0765
H -0.5441 -1.9109 -0.0609
H -4.4959 -0.1487 -0.6078
*
```

HOMO level	-17.445	eV
LUMO level	-8.10	eV
orbital gap	9.35	eV

=====

Entry 6:
Molecular formula: C3H7NOSn
Method: DFT, ωB97M-V/def2-TZVPD

```
! wB97M-V def2-TZVPD RIJCOSX def2/J DEFGRID3
* xyz 2 1
Sn 1.6426 0.1393 -2.5553
C -1.3179 0.9769 -0.8737
C -0.0560 0.3986 -0.3175
O 1.0401 0.5355 -0.8699
N -0.1105 -0.3756 0.7782
C 1.0180 -1.0862 1.3296
H -1.7406 0.2954 -1.6119
H -1.1410 1.9485 -1.3351
H -2.1324 1.1890 -0.1812
H -0.9704 -0.4576 1.3016
H 1.6555 -0.2286 1.5445
H 1.3408 -1.7474 0.5254
H 0.7717 -1.5878 2.2654
*
```

HOMO level	-19.756	eV
LUMO level	-10.99	eV
orbital gap	8.77	eV

=====

Entry 7:
Molecular formula: C5H5BrN
Method: DFT, ωB97M-V/def2-TZVPD

```
! wB97M-V def2-TZVPD RIJCOSX def2/J DEFGRID3
* xyz 1 1
C -0.3482 -1.0913 0.0942
C 0.0778 -2.4051 -0.0292
C 0.7821 -0.2336 0.1603
C 1.7271 -1.2866 -0.0148
C 1.0346 1.1613 -0.0907
N 1.5224 -2.5011 -0.0705
Br 4.3255 0.2027 0.0040
H -1.2918 -0.8740 0.3578
H -0.5078 -3.2042 -0.3686
H 0.0354 1.8008 -0.0615
H 1.1200 1.2631 -1.1854
H 1.9215 1.5217 0.4343
*
```

HOMO level (alpha / beta)	-14.227 / -14.177	eV
LUMO level (alpha / beta)	-9.22 / -9.28	eV
orbital gap (alpha / beta)	5.00 / 4.89	eV

=====

Entry 8:
Molecular formula: C42H84O36S3
Method: DFT, ωB97M-V/def2-TZVPD

```
! wB97M-V def2-TZVPD RIJCOSX def2/J DEFGRID3
* xyz 0 1
C -0.7210 -4.8362 4.9130
C -0.0869 -3.4809 5.1857
C 0.7213 -3.0396 3.9757
S -0.3541 -3.5195 2.6610
O 0.4504 -4.0482 1.5608
O -1.2800 -2.4178 2.3643
C -1.2371 -4.8036 3.4274
H -1.5298 -5.0178 5.6309
H -0.0679 -5.6763 5.0808
H 0.5551 -3.4606 6.0077
H -0.8854 -2.7404 5.4216
H 1.6269 -3.5825 3.6916
H 1.0394 -1.9146 3.9468
H -0.8965 -5.7284 2.8795
H -2.2562 -4.5846 3.2500
C 1.5210 -2.3503 -1.8177
C 1.0804 -1.3451 -2.8443
C 1.8666 -1.5018 -4.1410
S 3.4723 -1.9544 -3.5494
O 4.3719 -0.8596 -3.7217
O 3.8630 -3.1868 -4.1597
C 3.0450 -2.1768 -1.8067
H 1.1957 -3.3385 -2.2210
H 1.1835 -2.2535 -0.8173
H 1.1459 -0.3227 -2.4828
H 0.0272 -1.6029 -3.0429
H 2.0053 -0.5826 -4.7513
H 1.4998 -2.3658 -4.7396
H 3.3437 -1.2413 -1.3115
H 3.6249 -3.0557 -1.4665
C -7.0872 -2.1052 1.2324
C -5.7391 -1.7125 0.6665
C -4.7197 -2.7985 0.9914
S -5.3842 -3.6951 2.4526
O -4.5624 -3.5796 3.6428
O -5.7641 -4.9531 1.9532
C -6.7898 -2.6487 2.6471
H -7.5598 -2.8662 0.6721
H -7.7767 -1.2405 1.3532
H -5.4097 -0.6900 1.1595
H -5.8137 -1.5549 -0.3958
H -3.7550 -2.2827 1.1694
H -4.6816 -3.4978 0.1875
H -6.4862 -1.8568 3.3322
H -7.6752 -3.1874 3.0366
C -6.4438 1.2134 -3.2240
O -5.6202 1.1887 -2.0264
C -4.8444 2.1847 -1.6910
O -4.7878 3.2212 -2.2262
O -4.1646 1.7729 -0.6629
C -3.5272 2.9146 -0.1028
H -5.7505 1.5111 -3.9683
H -7.2370 1.9382 -3.0604
H -6.7843 0.1712 -3.3345
H -4.2328 3.7169 0.0534
H -2.6853 3.2215 -0.6958
H -3.2147 2.5459 0.8570
C -4.1898 -2.0586 -2.1146
O -3.1322 -2.2863 -3.1427
C -3.1027 -1.3579 -4.0940
O -3.8166 -0.3807 -4.1412
O -2.1485 -1.6590 -4.9663
C -1.6595 -0.6087 -5.8143
H -5.0621 -2.7350 -2.2220
H -4.4486 -1.0336 -2.0803
H -3.7488 -2.3074 -1.1561
H -1.1659 -1.1500 -6.6516
H -1.0664 0.0418 -5.1447
H -2.4836 0.0105 -6.1735
C -0.4854 4.7691 0.0575
O -1.5146 5.1592 0.9994
C -1.1080 5.2789 2.2420
O 0.0530 5.1793 2.6003
O -2.0877 5.5250 3.1275
C -1.5032 5.5737 4.4339
H 0.3079 5.5207 0.0916
H -1.0250 4.7625 -0.8883
H 0.0074 3.8568 0.3457
H -2.3138 5.8232 5.1172
H -0.6031 6.2318 4.3605
H -1.0234 4.5710 4.7297
C 2.9603 4.9588 1.9176
O 4.2306 4.7622 2.5706
C 4.8964 3.5912 2.3601
O 4.5910 2.6568 1.7050
O 5.9145 3.6420 3.1699
C 6.8477 2.5828 2.9818
H 2.6486 5.9963 1.9725
H 2.2220 4.2834 2.3815
H 3.0062 4.7024 0.8809
H 7.6595 2.7240 3.7090
H 7.1683 2.5897 1.9469
H 6.4789 1.6084 3.2221
C 2.8760 2.1221 -4.1093
O 1.5691 1.5646 -3.9597
C 0.6120 2.4406 -3.6792
O 0.7216 3.6018 -3.4015
O -0.5017 1.7297 -3.7421
C -1.6967 2.3141 -3.2507
H 3.6712 1.3419 -4.3211
H 3.1280 2.7178 -3.2094
H 2.8166 2.8564 -4.8527
H -2.0937 3.2427 -3.7741
H -1.5026 2.5054 -2.1773
H -2.5029 1.5103 -3.3407
C 5.9581 3.8784 -1.2205
O 5.3484 4.5155 -2.3612
C 4.1548 5.0784 -2.2326
O 3.4876 5.1293 -1.2752
O 3.8629 5.7448 -3.3626
C 2.6814 6.5803 -3.2867
H 6.1099 2.7976 -1.4059
H 5.3093 4.0447 -0.3843
H 6.9491 4.3844 -1.0697
H 2.2565 6.5495 -4.2449
H 2.9674 7.5817 -3.0285
H 2.0388 6.0734 -2.5407
C -0.8336 -9.7857 -0.2434
O -1.2715 -8.4360 -0.5237
C -1.3813 -7.5446 0.4447
O -1.4791 -7.8663 1.6102
O -1.4871 -6.3194 -0.0102
C -0.9432 -5.8029 -1.2181
H 0.2480 -9.6455 0.0170
H -0.8882 -10.2535 -1.2430
H -1.3849 -10.2494 0.5698
H 0.0587 -5.4561 -1.0399
H -1.5692 -4.9815 -1.5651
H -0.8977 -6.5758 -2.0153
C -2.9684 -0.1433 4.2998
O -1.5956 0.1510 4.6445
C -1.0433 0.9494 3.8021
O -1.6212 1.4123 2.8359
O 0.1725 1.2147 4.2453
C 0.9329 2.1389 3.4309
H -3.5174 0.6945 3.9124
H -3.3983 -0.5361 5.2076
H -2.8590 -0.9101 3.5621
H 0.3158 3.0236 3.2347
H 1.1929 1.5529 2.5462
H 1.8556 2.3066 3.9399
C 7.0456 -0.5713 -1.8115
O 5.8142 -0.3582 -1.0277
C 5.8599 -0.3653 0.3009
O 6.9063 -0.3918 0.9149
O 4.6798 -0.2221 0.7922
C 4.5022 -0.5677 2.1458
H 7.4553 -1.5546 -1.5228
H 7.8258 0.1694 -1.6915
H 6.5976 -0.6589 -2.8166
H 3.4586 -0.7932 2.2038
H 4.7457 0.3151 2.6551
H 5.0944 -1.3922 2.5203
C -1.6417 -0.6513 -0.0278
O -0.8463 0.3570 -0.7351
C 0.4046 0.5190 -0.1947
O 0.9348 -0.2221 0.6048
O 0.9918 1.5652 -0.7877
C 2.3981 1.8300 -0.5075
H -1.3668 -0.6667 1.0480
H -1.3465 -1.6020 -0.3820
H -2.6966 -0.4069 -0.1172
H 2.5434 1.8664 0.5585
H 2.6728 2.8400 -0.8899
H 2.9780 0.9522 -0.9216
*
```

HOMO level	-9.972	eV
LUMO level	0.41	eV
orbital gap	10.38	eV